(1)
Entry from the Open Molecules 2025 dataset: one molecule with the formula C2Cl6S2 (the ωB97M-V functional and the def2-TZVPD basis).

Structure (XYZ):
```
10
Properties=species:S:1:pos:R:3:nbo_charge:R:1
Cl 3.204 1.418 0.690 0.05
C 1.445 1.230 0.553 -0.30
Cl 0.912 0.266 2.071 -0.01
Cl 0.513 2.734 0.579 0.06
S 1.262 0.284 -1.019 0.20
S 0.331 -1.486 -0.483 0.19
C -1.504 -1.170 -0.593 -0.29
Cl -2.323 -2.704 -1.104 0.04
Cl -1.629 0.217 -1.741 0.04
Cl -2.210 -0.788 1.045 0.02
```

Total charge: 0

(2)
Entry from the Open Molecules 2025 dataset: C22H14Br3MnN3O3S as an isolated structure (the ωB97M-V functional and the def2-TZVPD basis).

Structure (XYZ):
```
47
Properties=species:S:1:pos:R:3:nbo_charge:R:1
Mn 10.525 9.409 14.459 1.52
O 11.258 8.440 15.947 -0.60
N 12.351 8.814 16.560 0.02
C 12.821 8.063 17.557 0.04
C 13.954 8.393 18.289 -0.23
C 14.662 9.543 17.886 -0.13
C 14.213 10.257 16.852 -0.24
C 13.044 9.943 16.169 0.03
S 12.243 10.887 15.012 -0.06
H 12.184 7.252 17.844 0.24
H 14.174 7.790 19.117 0.25
H 15.564 9.815 18.373 0.24
H 14.691 11.195 16.530 0.25
Br 5.300 5.273 13.745 0.17
C 6.831 6.295 14.097 -0.01
C 8.142 5.787 13.933 -0.25
C 9.179 6.702 14.132 0.10
N 8.991 8.023 14.391 -0.54
C 7.735 8.498 14.539 0.21
C 6.655 7.673 14.346 -0.24
C 7.577 9.938 14.887 0.30
C 6.420 10.666 14.931 -0.26
C 6.462 11.977 15.329 -0.03
Br 4.981 13.105 15.229 0.16
C 7.665 12.533 15.724 -0.26
C 8.798 11.736 15.665 0.08
N 8.767 10.463 15.265 -0.57
H 8.390 4.796 13.812 0.25
H 10.176 6.339 14.011 0.22
H 5.641 8.047 14.358 0.25
H 5.513 10.253 14.615 0.24
H 7.654 13.543 16.207 0.26
H 9.789 12.109 16.054 0.23
Br 13.210 7.197 9.016 0.07
C 11.452 7.815 9.288 -0.08
C 10.536 7.646 8.254 -0.21
C 9.215 8.059 8.461 -0.20
C 8.863 8.671 9.675 -0.15
C 9.842 8.928 10.620 -0.18
C 11.146 8.486 10.436 -0.22
C 9.407 9.636 11.836 0.79
O 8.220 9.852 12.088 -0.63
O 10.429 9.869 12.655 -0.79
H 10.893 7.116 7.408 0.24
H 8.519 8.007 7.631 0.23
H 7.890 9.064 9.920 0.24
H 11.904 8.623 11.196 0.24
```

2S+1: 5
Total charge: +1
⟨S²⟩: 6.0782

(3)
Entry from the Open Molecules 2025 dataset: C32H88BaN8O16S2Sr as an isolated structure (the ωB97M-V functional and the def2-TZVPD basis).

Structure (XYZ):
```
148
Properties=species:S:1:pos:R:3:lowdin_charge:R:1
Ba -1.696 0.126 3.662 2.13
Sr -2.783 1.515 -0.404 1.57
S -0.361 -0.015 0.618 0.22
O 0.950 0.146 0.068 -0.32
O -1.219 -0.433 -0.507 -0.46
O -0.333 -0.964 1.723 -0.48
O -0.961 1.232 1.079 -0.55
S -4.409 1.349 2.245 0.14
O -5.781 0.824 2.163 -0.35
O -4.219 2.458 1.311 -0.48
O -3.953 1.662 3.590 -0.50
O -3.490 0.348 1.725 -0.64
C -2.430 -4.201 -1.903 -0.06
C -2.854 -3.882 -0.439 -0.35
C -1.817 -4.460 0.569 -0.19
O -2.250 -4.479 1.892 -0.24
C -2.877 -5.694 2.229 -0.09
N -2.996 -2.408 -0.370 0.06
H -3.144 -3.852 -2.649 0.07
H -2.356 -5.261 -2.142 0.07
H -1.452 -3.763 -2.104 0.07
H -3.816 -4.349 -0.226 0.13
H -0.930 -3.828 0.623 0.12
H -1.530 -5.481 0.316 0.12
H -2.895 -5.726 3.318 0.09
H -2.372 -6.593 1.874 0.09
H -3.928 -5.741 1.942 0.09
H -2.225 -1.808 -0.628 0.01
H -3.181 -2.211 0.603 0.07
C 1.926 1.833 3.015 -0.04
C 1.021 2.887 3.651 -0.40
C 1.146 4.189 2.880 -0.16
O 0.062 5.130 3.221 -0.20
C 0.370 6.440 2.877 -0.14
N -0.359 2.485 3.424 -0.09
H 1.801 1.716 1.939 0.07
H 1.846 0.895 3.565 0.07
H 2.966 2.156 3.061 0.09
H 1.154 3.120 4.708 0.15
H 1.157 3.958 1.815 0.14
H 2.104 4.513 3.287 0.13
H 0.913 6.619 1.949 0.09
H 1.121 6.746 3.606 0.08
H -0.496 7.072 3.073 0.10
H -0.436 2.229 2.450 0.00
H -0.839 3.369 3.518 0.08
C 0.387 -4.370 3.650 -0.03
C -0.174 -3.131 4.367 -0.40
C 0.772 -1.977 4.491 -0.25
O 0.348 -0.831 5.166 -0.35
C 0.688 -0.787 6.563 -0.06
N -1.201 -2.637 3.500 -0.06
H -0.258 -5.240 3.782 0.08
H 1.327 -4.680 4.105 0.08
H 0.509 -4.225 2.577 0.07
H -0.623 -3.464 5.302 0.15
H 1.179 -1.557 3.571 0.11
H 1.685 -2.388 4.921 0.13
H 1.697 -1.141 6.774 0.09
H 0.015 -1.445 7.112 0.09
H 0.675 0.219 6.982 0.09
H -0.713 -2.165 2.752 -0.03
H -1.556 -3.450 3.017 0.03
C 0.630 3.031 -3.013 -0.05
C -0.362 2.933 -1.917 -0.47
C -0.946 4.225 -1.364 -0.14
O -1.753 3.797 -0.275 -0.29
C -2.068 4.847 0.566 -0.10
N -1.378 2.092 -2.396 -0.04
H 1.466 3.658 -2.702 0.08
H 0.230 3.545 -3.886 0.10
H 1.136 2.071 -3.119 0.07
H 0.203 2.404 -1.149 0.14
H -1.500 4.742 -2.147 0.14
H -0.148 4.903 -1.062 0.13
H -2.668 5.623 0.091 0.09
H -1.200 5.408 0.912 0.07
H -2.585 4.442 1.436 0.10
H -1.750 2.506 -3.238 0.10
H -0.795 1.324 -2.696 0.03
C 3.442 -4.039 1.025 -0.04
C 2.881 -2.644 1.285 -0.46
C 3.783 -1.791 2.139 -0.17
O 4.243 -2.515 3.302 -0.22
C 5.087 -1.842 4.204 -0.10
N 2.546 -1.992 0.078 0.07
H 2.823 -4.592 0.318 0.07
H 3.630 -4.684 1.884 0.07
H 4.397 -3.990 0.503 0.08
H 1.935 -2.729 1.820 0.10
H 3.309 -0.836 2.367 0.11
H 4.680 -1.535 1.576 0.12
H 4.459 -1.047 4.608 0.08
H 5.898 -1.504 3.559 0.09
H 5.427 -2.483 5.017 0.09
H 1.733 -2.479 -0.271 0.08
H 2.094 -1.106 0.255 0.00
C -1.410 -1.704 -4.324 -0.04
C 0.004 -1.367 -3.935 -0.44
C 0.945 -1.161 -5.122 -0.21
O 1.056 -2.241 -6.035 -0.19
C 2.027 -3.231 -5.585 -0.07
N -0.001 -0.254 -3.039 0.05
H -1.488 -2.699 -4.764 0.08
H -1.656 -0.953 -5.075 0.09
H -2.132 -1.627 -3.511 0.06
H 0.496 -2.197 -3.427 0.12
H 1.941 -0.845 -4.811 0.11
H 0.588 -0.313 -5.706 0.13
H 2.994 -2.729 -5.555 0.08
H 2.128 -4.094 -6.243 0.08
H 1.778 -3.528 -4.566 0.08
H 0.926 -0.068 -2.682 0.04
H -0.370 -0.555 -2.149 0.04
C -5.479 -0.152 -3.843 -0.04
C -4.520 0.721 -3.041 -0.45
C -5.103 2.048 -2.640 -0.18
O -4.086 2.892 -2.062 -0.29
C -4.762 4.080 -1.745 -0.10
N -4.202 -0.013 -1.848 -0.03
H -6.428 -0.270 -3.320 0.09
H -4.997 -1.115 -4.014 0.08
H -5.613 0.308 -4.822 0.08
H -3.599 0.934 -3.585 0.14
H -6.038 1.962 -2.086 0.15
H -5.338 2.514 -3.597 0.13
H -5.072 4.578 -2.664 0.10
H -4.011 4.726 -1.291 0.08
H -5.652 4.015 -1.119 0.11
H -3.783 -0.925 -1.965 0.05
H -5.108 -0.119 -1.415 0.10
C 4.425 0.945 -0.502 -0.06
C 4.009 1.231 -1.976 -0.38
C 5.197 1.178 -3.011 -0.14
O 6.117 2.327 -2.964 -0.21
C 5.560 3.616 -3.383 -0.08
N 3.012 0.201 -2.155 0.03
H 3.563 1.023 0.160 0.06
H 5.124 1.690 -0.122 0.07
H 4.920 -0.006 -0.303 0.07
H 3.478 2.183 -2.006 0.11
H 4.809 1.082 -4.026 0.11
H 5.711 0.223 -2.904 0.12
H 4.886 3.391 -4.210 0.08
H 6.307 4.384 -3.585 0.08
H 5.050 4.053 -2.524 0.07
H 3.549 -0.655 -2.151 0.07
H 2.460 0.171 -1.309 0.01
```

Energy relative to the best compared isomer or geometry (same formula, charge and spin): 248.2 kJ/mol
Total charge: 0

(4)
Entry from the Open Molecules 2025 dataset: a 4-piece molecular cluster, C18H21BrClF24O4PSi overall (the ωB97M-V functional and the def2-TZVPD basis).

Structure (XYZ):
```
71
Properties=species:S:1:pos:R:3:lowdin_charge:R:1
F 0.933 3.475 5.788 0.07
C 1.764 2.459 6.110 -0.29
F 1.261 1.352 5.500 0.09
C 1.863 2.241 7.616 -0.43
F 0.671 1.856 8.145 0.12
F 2.720 1.194 7.837 0.10
C 2.401 3.442 8.409 -0.05
O 1.422 4.288 9.019 0.03
C 0.856 5.282 8.166 -0.48
F 1.584 5.355 7.027 0.12
F 1.047 6.469 8.805 0.14
C -0.640 5.067 7.910 -0.26
F -0.889 3.854 7.359 0.08
F -1.126 5.992 7.038 0.09
H 2.745 2.659 5.672 0.18
H 2.961 3.026 9.257 0.15
H 3.146 4.017 7.847 0.15
H -1.212 5.139 8.840 0.18
F 2.828 1.022 -4.898 0.09
C 2.683 0.597 -6.173 -0.29
F 2.026 1.591 -6.830 0.09
C 1.907 -0.711 -6.266 -0.43
F 0.626 -0.565 -5.832 0.12
F 1.810 -1.054 -7.590 0.10
C 2.551 -1.900 -5.536 -0.05
O 2.053 -2.185 -4.226 0.01
C 2.624 -1.409 -3.173 -0.47
F 3.710 -0.752 -3.645 0.12
F 3.098 -2.307 -2.267 0.14
C 1.607 -0.481 -2.498 -0.32
F 1.036 0.373 -3.384 0.08
F 2.203 0.292 -1.550 0.07
H 3.674 0.505 -6.624 0.18
H 2.297 -2.794 -6.120 0.15
H 3.646 -1.863 -5.560 0.15
H 0.808 -1.055 -2.021 0.09
F -0.898 -5.384 -2.853 0.09
C -0.755 -6.563 -3.496 -0.29
F 0.508 -6.990 -3.227 0.09
C -0.969 -6.437 -5.000 -0.43
F -0.023 -5.646 -5.574 0.12
F -0.799 -7.678 -5.558 0.10
C -2.361 -5.939 -5.417 -0.05
O -2.475 -4.543 -5.707 0.03
C -2.664 -3.697 -4.574 -0.47
F -2.955 -4.460 -3.494 0.12
F -3.790 -2.978 -4.834 0.14
C -1.486 -2.745 -4.337 -0.26
F -0.320 -3.416 -4.166 0.08
F -1.672 -2.006 -3.210 0.09
H -1.447 -7.287 -3.055 0.17
H -2.592 -6.431 -6.371 0.15
H -3.150 -6.282 -4.737 0.15
H -1.359 -2.059 -5.180 0.17
C -1.431 3.087 3.230 -0.15
C -2.823 3.427 2.434 -0.33
C -3.000 2.679 0.986 -0.82
Br -4.941 2.902 0.401 0.52
Si -2.674 0.781 0.998 0.39
P -0.796 0.431 -0.142 0.43
O 0.219 1.796 0.253 -0.43
Cl 0.155 -1.363 0.613 0.11
H -1.341 1.990 3.631 0.07
H -1.424 3.785 4.198 0.09
H -0.446 3.382 2.639 0.09
H -3.759 3.188 3.119 0.11
H -2.827 4.608 2.260 0.12
H -2.372 3.188 0.113 0.08
H -2.488 0.260 2.365 -0.05
H -3.774 0.084 0.285 -0.06
H 0.236 1.843 1.254 0.03
```

Total charge: 0

(5)
Entry from the Open Molecules 2025 dataset: C3H3NOS2 as an isolated structure (the ωB97M-V functional and the def2-TZVPD basis).

Structure (XYZ):
```
10
Properties=species:S:1:pos:R:3:nbo_charge:R:1
C -1.298 -1.216 -0.431 -0.08
C -1.284 0.914 -0.009 0.33
C -0.190 -0.762 0.221 0.23
N -0.161 0.507 0.454 -0.53
O -2.041 -0.055 -0.555 -0.39
S 2.976 0.922 -0.152 0.04
S 3.126 -0.994 0.307 -0.16
H -1.529 -2.182 -0.935 0.24
H -1.754 1.811 0.282 0.19
H 2.154 1.056 0.819 0.14
```

Energy relative to the best compared isomer or geometry (same formula, charge and spin): 95.4 kJ/mol
2S+1: 3
Total charge: 0
⟨S²⟩: 2.0119

(6)
Entry from the Open Molecules 2025 dataset: one molecule with the formula C9H18N2O (the ωB97M-V functional and the def2-TZVPD basis).

Structure (XYZ):
```
30
Properties=species:S:1:pos:R:3:nbo_charge:R:1
C 1.990 0.558 -1.529 -0.24
C 2.148 -0.110 -0.323 -0.34
C 0.862 0.253 -2.401 -0.27
C 1.826 -1.382 0.087 0.16
C -0.252 2.074 1.013 -0.65
C -2.665 1.527 0.480 -0.61
C -1.255 -0.193 1.695 -0.60
C 0.770 -3.553 -0.122 -0.24
C -1.156 0.927 0.594 0.11
N -0.199 0.911 -1.594 -0.31
N -0.830 0.241 -0.674 -0.26
O 1.124 -2.278 -0.614 -0.51
H 2.215 1.589 -1.500 0.18
H 2.719 0.466 0.505 0.22
H 0.932 0.671 -3.318 0.20
H 0.626 -0.801 -2.440 0.23
H 1.963 -1.666 1.212 0.16
H -0.194 2.145 2.010 0.22
H 0.796 1.788 0.589 0.21
H -0.628 2.919 0.462 0.21
H -3.252 0.655 0.622 0.20
H -2.809 1.964 -0.434 0.21
H -2.841 2.055 1.369 0.20
H -2.143 -0.862 1.563 0.22
H -0.310 -0.702 1.791 0.21
H -1.418 0.505 2.577 0.19
H 0.419 -3.527 0.883 0.18
H 1.612 -4.225 -0.281 0.18
H -0.099 -3.779 -0.840 0.21
H 0.048 1.830 -1.382 0.34
```

Energy relative to the best compared isomer or geometry (same formula, charge and spin): 483.8 kJ/mol
Total charge: 0

(7)
Entry from the Open Molecules 2025 dataset: one molecule with the formula C3H8N2S (the ωB97M-V functional and the def2-TZVPD basis).

Structure (XYZ):
```
14
Properties=species:S:1:pos:R:3:nbo_charge:R:1
H 0.382 1.166 -1.496 0.38
N 1.174 0.843 -0.832 -0.74
C 1.463 -0.248 -0.360 0.34
N 2.613 -0.362 0.454 -0.88
S 0.245 -1.652 -0.204 0.15
C -1.203 -0.654 -0.414 -0.58
C -1.586 0.421 0.665 -0.62
H 2.293 -1.335 0.980 0.40
H 2.957 0.766 0.879 0.45
H -1.010 0.179 -1.279 0.20
H -2.254 -1.187 -0.858 0.26
H -0.969 1.376 0.737 0.22
H -1.673 -0.122 1.553 0.21
H -2.433 0.809 0.176 0.21
```

Energy relative to the best compared isomer or geometry (same formula, charge and spin): 396.4 kJ/mol
Total charge: 0

(8)
Entry from the Open Molecules 2025 dataset: a 2-piece molecular cluster, C9H19BrNO overall (the ωB97M-V functional and the def2-TZVPD basis).

Structure (XYZ):
```
31
Properties=species:S:1:pos:R:3:nbo_charge:R:1
Br 1.350 -24.121 -12.428 -0.09
C -1.075 -28.002 -16.452 -0.65
C 0.390 -27.453 -16.123 0.12
C 1.261 -28.101 -17.136 -0.40
C 1.240 -27.460 -18.519 -0.40
C 1.618 -26.019 -18.394 -0.42
C 0.751 -25.256 -17.372 0.17
N 0.520 -26.027 -16.098 -0.18
O -0.072 -25.385 -15.049 -0.54
C 1.619 -23.925 -16.911 -0.62
C -0.630 -24.915 -18.047 -0.66
C 0.707 -28.202 -14.796 -0.62
H -1.417 -28.891 -15.922 0.22
H -1.231 -27.992 -17.531 0.20
H -1.616 -27.117 -16.116 0.22
H 2.265 -27.849 -16.793 0.19
H 1.177 -29.183 -17.244 0.22
H 0.283 -27.615 -19.018 0.20
H 2.043 -27.858 -19.140 0.21
H 1.676 -25.596 -19.397 0.22
H 2.636 -25.931 -18.016 0.20
H 2.516 -24.183 -16.347 0.21
H 1.939 -23.439 -17.832 0.21
H 1.057 -23.233 -16.283 0.22
H -1.316 -25.760 -17.986 0.22
H -0.920 -24.115 -17.366 0.23
H -0.595 -24.784 -19.128 0.22
H 1.693 -27.868 -14.471 0.20
H 0.601 -29.282 -14.701 0.22
H -0.005 -27.874 -14.039 0.21
H 0.693 -25.188 -14.503 0.47
```

Energy relative to the best compared isomer or geometry (same formula, charge and spin): 80.9 kJ/mol
2S+1: 2
Total charge: 0
⟨S²⟩: 0.7542

no.,E (eV)
1,-98877.9245
2,-285932.2941
3,-102494.8408
4,-192146.0100
5,-28363.0493
6,-14646.8096
7,-17052.6218
8,-83217.2984